# 1
An isolated ion of composition C4H10NO3 and charge +1 at a distorted geometry, computed with the ωB97M-V functional and the def2-TZVPD basis.

Last column: natural (NBO) charge in e.
Geometry (Å):
1 O -0.83092 2.85669 0.52918  -0.5246
2 C -0.78909 1.73819 0.93601  0.7626
3 O -1.19577 1.50006 2.16449  -0.7167
4 C -0.53550 0.44100 0.08840  -0.1360
5 C 0.66137 0.48329 -0.97375  -0.4241
6 C 0.89048 -0.95775 -1.70386  -0.0638
7 O 0.75592 -1.95932 -0.79003  -0.7648
8 N -0.39571 -0.76631 1.07284  -0.7027
9 H -1.30545 2.25693 2.77720  0.5409
10 H -1.56502 0.37982 -0.38220  0.2611
11 H 0.41198 1.29511 -1.67851  0.2746
12 H 1.56370 0.65829 -0.34313  0.2205
13 H 0.08762 -0.96373 -2.52540  0.1893
14 H 1.98328 -0.91915 -2.07305  0.2083
15 H 1.18303 -2.80737 -1.09218  0.5254
16 H -0.09629 -1.64860 0.56973  0.4784
17 H -1.16679 -0.96026 1.64888  0.4377
18 H 0.34315 -0.62691 1.77538  0.4338

Forces on the atoms, in the same order (eV/Å):
0.9 0.0 -1.5
-0.3 1.3 -0.3
0.1 -2.2 2.0
-0.8 0.1 0.2
-0.5 -1.7 1.7
0.3 4.0 -1.9
0.6 -3.2 0.6
1.9 0.2 -0.7
0.1 0.0 -1.0
1.2 -0.6 0.2
0.5 -0.4 0.3
-0.4 0.4 -0.8
1.4 -0.5 0.8
-1.9 0.0 0.0
-0.7 1.3 0.3
-0.3 1.0 -0.2
-2.0 0.1 0.6
0.1 0.5 -0.4

## Properties
* charge: +1
* energy: -11935.548 eV
* strongest force on any atom: 4.41 eV Å⁻¹
* SMILES: [NH3+][C@H](CCO)C(=O)O
* frontier orbital gap: 0.414 Eh


# 2
An isolated ion of composition C4H10NO3 and charge +2 at a distorted geometry, computed with the ωB97M-V functional and the def2-TZVPD basis.

Last column: Mulliken spin population.
Geometry (Å):
1 O -1.86558 -1.59604 0.00599  0.0650
2 C -0.68803 -1.52185 0.25389  -0.0071
3 O 0.15156 -2.55410 0.28820  0.0027
4 C -0.14851 -0.18424 0.76464  0.0486
5 C 0.19317 0.77331 -0.51756  0.0771
6 C -0.67673 1.16804 -1.70674  0.0821
7 O 0.39318 1.98776 0.15464  0.6059
8 N 1.06572 -0.43131 1.49223  0.0039
9 H -0.34138 -3.51889 0.07610  0.0017
10 H -1.05275 0.28160 1.33078  0.0014
11 H 1.16581 0.41096 -0.88740  0.1155
12 H -1.13352 0.35568 -2.33725  0.0116
13 H -0.06936 1.90123 -2.41870  0.0022
14 H -1.55118 1.65172 -1.21173  -0.0001
15 H 0.38602 2.75665 -0.51979  -0.0140
16 H 1.56013 0.41258 1.95438  0.0013
17 H 1.82342 -0.90512 0.96005  0.0012
18 H 0.78803 -0.98798 2.31828  0.0010

Forces on the atoms, in the same order (eV/Å):
1.1 0.5 -0.1
-2.5 -1.7 0.0
-0.9 -2.4 -0.6
-2.1 0.8 -2.6
-0.4 0.8 1.8
-1.0 0.5 -1.5
0.8 0.5 -1.2
2.1 1.5 2.8
1.5 3.6 0.6
2.0 -0.6 -0.5
0.5 -0.1 -0.3
1.0 0.4 0.7
-1.3 -1.5 1.5
0.5 0.1 -0.8
-0.1 -0.8 1.0
-1.1 -0.9 -0.9
-0.7 -0.3 0.2
0.6 -0.4 -0.2

## Properties
* spin multiplicity: 2
* charge: +2
* ⟨S²⟩: 0.755
* energy: -11920.213 eV
* strongest force on any atom: 3.99 eV Å⁻¹
* frontier orbital gap (alpha / beta): 0.434 / 0.172 Eh


# 3
A 2-piece molecular cluster, C4H10NOP overall at a distorted geometry, computed with the ωB97M-V functional and the def2-TZVPD basis.

Last column: natural (NBO) charge in e.
Geometry (Å):
1 C -0.74736 -0.67425 -0.95085  -0.6069
2 C -0.45602 0.84815 0.91743  -0.6133
3 C 1.62802 0.18628 -0.31602  -0.6473
4 C 0.21851 -0.30403 0.13035  0.0559
5 N 0.35604 -1.44017 0.99056  -1.0022
6 O 1.04081 -3.30390 2.20045  -1.0388
7 P 1.68277 -2.00583 1.58009  1.3993
8 H -0.95439 0.21382 -1.51927  0.2055
9 H -0.44234 -1.52348 -1.55964  0.2177
10 H -1.72615 -0.95142 -0.52805  0.2187
11 H 0.18544 1.13202 1.90278  0.2186
12 H -1.42176 0.53145 1.41402  0.2223
13 H -0.70351 1.61511 0.11831  0.2150
14 H 2.39288 -0.50435 -0.76161  0.2254
15 H 1.34400 0.96463 -1.17830  0.2180
16 H 2.17511 0.65804 0.60951  0.2226
17 H -0.23043 -3.06313 1.45353  0.4897

Forces on the atoms, in the same order (eV/Å):
-0.8 -0.4 -0.4
0.1 0.3 1.7
-0.1 2.3 -1.0
0.5 0.1 1.2
-0.5 -0.7 -0.3
-1.7 0.0 -1.5
-0.8 -1.4 1.1
0.0 0.2 -0.9
0.3 0.2 -0.2
0.4 0.0 0.2
-1.1 0.0 -2.8
0.9 0.0 -0.9
0.5 -0.2 1.6
-1.2 0.1 0.3
1.2 -1.1 2.0
-1.2 -0.5 -1.9
3.4 0.9 1.7

## Properties
* charge: 0
* energy: -17133.978 eV
* strongest force on any atom: 3.91 eV Å⁻¹
* frontier orbital gap: 0.364 Eh


# 4
One molecule with the formula C4H10NOP at a distorted geometry, computed with the ωB97M-V functional and the def2-TZVPD basis.

Last column: natural (NBO) charge in e.
Geometry (Å):
1 C 0.06511 -0.74956 -1.30660  -0.3907
2 C -0.64143 -1.08104 0.01203  -0.2819
3 C 0.45552 0.65476 -1.58641  -0.7941
4 C -0.57698 -0.15284 2.23399  -0.4471
5 N 0.17184 -0.70321 1.11335  -0.4379
6 O 0.79366 2.68654 0.33853  -1.0391
7 P 1.16287 1.37253 -0.01341  1.6072
8 H 0.94668 -1.50863 -1.46720  0.2119
9 H -0.75004 -0.99474 -2.12342  0.2107
10 H -1.63871 -0.76793 0.03052  0.1727
11 H -0.72458 -2.20125 -0.00185  0.2092
12 H 1.03236 0.76327 -2.52770  0.2604
13 H -0.54034 1.15623 -1.75645  0.2393
14 H -1.09198 -0.89198 2.78586  0.2031
15 H 0.15973 0.35078 2.80053  0.2086
16 H -1.31625 0.63150 1.84259  0.1691
17 H 2.49253 1.43558 -0.37438  -0.1011

Forces on the atoms, in the same order (eV/Å):
-0.7 -3.5 -2.8
1.9 -1.7 -0.6
-1.4 1.2 0.7
-0.2 2.1 -2.5
1.1 1.6 -0.4
-2.0 4.8 2.0
0.0 -5.8 -2.5
-1.6 1.4 0.4
1.7 0.0 1.3
-1.7 1.2 0.1
0.2 0.6 0.1
0.0 0.0 0.9
1.1 0.2 0.2
-0.5 -1.0 0.6
0.4 0.5 1.2
0.6 -0.9 0.8
1.1 -0.8 0.5

## Properties
* charge: 0
* energy: -17133.412 eV
* strongest force on any atom: 6.31 eV Å⁻¹
* frontier orbital gap (alpha / beta): 0.303 / 0.289 Eh


# 5
A 3-piece molecular cluster, C4H10NOP overall at a distorted geometry, computed with the ωB97M-V functional and the def2-TZVPD basis.

Last column: natural (NBO) charge in e.
Geometry (Å):
1 C -1.53523 1.85392 -1.89614  -0.8628
2 C -0.47563 -0.73206 1.77995  0.3110
3 C 0.10259 -1.71497 2.77846  -0.6946
4 C 1.05638 1.95220 -1.07103  -0.9194
5 N -0.82170 0.06271 1.02248  -0.3600
6 O 0.49063 -2.65690 -1.29912  -0.9348
7 P -0.31791 0.71458 -1.60812  0.6858
8 H -2.48989 1.40024 -1.87942  0.2154
9 H -1.35467 2.88449 -1.69149  0.2032
10 H 0.54184 -1.81497 -1.69611  0.4754
11 H -0.60994 -2.32968 3.24392  0.2520
12 H 0.76867 -2.44764 2.33029  0.2537
13 H 0.49399 -1.12307 3.50368  0.2472
14 H 0.69387 2.80582 -1.65559  0.2248
15 H 1.08724 2.09917 -0.03610  0.2270
16 H 2.01801 1.50314 -1.48674  0.2186
17 H 0.35177 -2.45699 -0.33892  0.4576

Forces on the atoms, in the same order (eV/Å):
1.9 -2.1 0.8
0.5 -1.1 0.5
-1.2 -0.1 -3.2
0.0 -2.0 -3.3
0.1 -0.4 0.8
-0.1 -1.5 2.2
-0.3 2.1 0.1
-1.2 0.2 -0.7
-0.3 0.6 0.0
-0.1 1.7 -0.8
-1.6 -0.5 0.4
0.5 0.5 -0.2
1.8 1.4 2.2
0.8 0.2 0.5
0.0 0.2 1.5
-1.0 1.0 0.7
0.1 -0.2 -1.4

## Properties
* charge: 0
* energy: -17134.001 eV
* strongest force on any atom: 3.89 eV Å⁻¹
* SMILES: C=PC.CC#N.O
* frontier orbital gap: 0.338 Eh


# 6
One molecule with the formula C4H10NOP at a distorted geometry, computed with the ωB97M-V functional and the def2-TZVPD basis.

Last column: natural (NBO) charge in e.
Geometry (Å):
1 C -0.17825 -0.30055 -0.29335  0.3673
2 C 2.06026 -1.00872 -0.32935  -0.4277
3 C 1.43144 1.40272 0.11003  -0.4147
4 C -2.99748 -0.21500 0.09420  -0.9883
5 N 1.10084 -0.02958 -0.09613  -0.4266
6 O -0.62835 -1.79177 -0.52921  -0.7771
7 P -1.56563 0.83985 -0.12288  0.5521
8 H 2.63622 -1.18713 0.68045  0.1949
9 H 1.73965 -2.07147 -0.66856  0.2881
10 H 2.82803 -0.60180 -1.03135  0.2001
11 H 0.38423 1.83608 0.33573  0.2226
12 H 2.15532 1.47296 0.94684  0.2156
13 H 1.83995 1.98466 -0.79661  0.2151
14 H -3.82131 0.33346 -0.33800  0.2352
15 H -3.22676 -0.41290 1.18359  0.2445
16 H -2.64686 -1.26027 -0.30836  0.3316
17 H -1.11130 1.00946 1.16297  -0.0328

Forces on the atoms, in the same order (eV/Å):
-2.2 -8.7 -0.8
3.9 -2.8 1.1
-0.9 0.5 -0.3
0.5 -2.4 1.3
-2.7 1.6 -1.1
2.6 7.6 1.0
0.3 0.8 -0.7
-0.9 0.2 -1.7
-0.2 2.4 0.5
-0.5 -0.4 0.3
2.4 0.0 0.0
-0.6 0.2 -0.4
-0.5 -1.3 1.1
-0.4 -0.5 -0.4
0.3 0.4 -1.1
-1.0 1.9 0.2
-0.2 0.5 1.1

## Properties
* charge: 0
* energy: -17132.963 eV
* strongest force on any atom: 9.06 eV Å⁻¹
* SMILES: CPC(=O)N(C)C
* frontier orbital gap: 0.347 Eh


# 7
An isolated ion of composition C4H10NOS and charge +1 at a distorted geometry, computed with the ωB97M-V functional and the def2-TZVPD basis.

Last column: natural (NBO) charge in e.
Geometry (Å):
1 O 2.27310 0.19873 -1.44364  -0.4925
2 C 1.28619 -0.36350 -1.04698  0.4140
3 C 0.80104 0.03116 0.36448  -0.1353
4 C -0.38476 0.98627 0.36818  -0.4326
5 C -1.56230 0.45714 -0.44971  -0.5250
6 S -2.25244 -1.05607 0.34760  -0.0075
7 N 2.02389 0.70339 1.04259  -0.6786
8 H 0.66555 -0.98852 -1.69708  0.1748
9 H 0.62122 -0.79103 1.05497  0.2492
10 H -0.69261 1.17848 1.39165  0.2386
11 H -0.04520 1.95584 -0.01828  0.2228
12 H -1.31314 0.20097 -1.47852  0.2291
13 H -2.28595 1.26222 -0.57320  0.2576
14 H -1.63943 -1.93095 -0.47665  0.1254
15 H 2.18480 1.63406 0.67843  0.4540
16 H 2.84664 0.18424 0.73033  0.4557
17 H 1.86765 0.56673 2.03865  0.4501

Forces on the atoms, in the same order (eV/Å):
0.1 -0.5 -0.1
-0.2 1.3 0.4
0.7 -0.1 0.5
0.3 0.4 -0.5
0.0 -0.2 0.1
0.0 0.3 -0.4
-0.7 -1.4 -1.0
0.0 -0.3 0.2
-0.3 -0.5 -0.5
-0.1 -0.1 0.2
-0.1 -0.1 -0.2
0.3 0.0 0.1
-0.3 -0.3 0.4
-0.2 0.1 0.2
-0.2 0.6 0.5
0.2 -0.1 0.2
0.4 0.8 0.2

## Properties
* charge: +1
* energy: -18675.570 eV
* strongest force on any atom: 1.87 eV Å⁻¹
* SMILES: [NH3+][C@H](C=O)CCS
* frontier orbital gap: 0.339 Eh


# 8
A 2-piece molecular cluster, C4H10NS overall at a distorted geometry, computed with the ωB97M-V functional and the def2-TZVPD basis.

Last column: natural (NBO) charge in e.
Geometry (Å):
1 C -1.47009 -0.27210 2.22448  -0.6285
2 C -1.29337 -0.08748 0.68792  -0.4166
3 C -0.24428 -1.12704 0.16175  -0.5144
4 S 1.43517 -0.78975 0.83437  -0.7272
5 H -2.11213 -1.11967 2.54896  0.1795
6 H -1.89155 0.67765 2.57465  0.1836
7 H -0.53114 -0.48561 2.76594  0.2449
8 H -2.22495 -0.10569 0.05637  0.1717
9 H -0.81335 0.87429 0.48431  0.1966
10 H -0.16913 -1.02919 -0.96893  0.1672
11 H -0.62874 -2.11614 0.30209  0.1661
12 C 1.86087 1.39529 -2.10213  -0.0338
13 N 2.25593 0.99105 -3.26073  -0.6659
14 H 1.22828 2.30911 -1.96256  0.1344
15 H 2.09929 0.88954 -1.18190  0.2080
16 H 2.49920 -0.00425 -3.16458  0.3345

Forces on the atoms, in the same order (eV/Å):
-0.5 0.2 -0.2
1.0 -1.1 -0.2
0.1 1.6 -1.5
-0.3 -0.4 0.0
-0.1 0.5 -0.6
-0.1 -0.3 0.5
-0.1 0.5 -0.7
0.4 -0.2 0.9
-0.2 0.1 0.3
-0.2 0.0 1.1
0.0 -0.9 0.5
0.1 0.3 -1.0
-1.6 0.1 0.9
0.9 -0.3 -0.5
-0.3 -0.7 0.5
0.9 0.5 0.1

## Properties
* charge: -1
* energy: -16635.181 eV
* strongest force on any atom: 2.25 eV Å⁻¹
* frontier orbital gap: 0.245 Eh


# 9
An isolated ion of composition C4H10NS and charge +1 at a distorted geometry, computed with the ωB97M-V functional and the def2-TZVPD basis.

Last column: natural (NBO) charge in e.
Geometry (Å):
1 C -0.57001 -0.93740 1.29178  -0.5123
2 C -1.53876 -0.28286 -0.66116  -0.5507
3 C -0.12991 -0.18541 -0.05149  0.0791
4 C 1.15865 -0.76575 -0.65597  -0.6512
5 N 0.08598 1.18365 0.35711  -0.6727
6 S -2.26020 -1.31241 0.60225  0.2765
7 H -0.06780 -1.86512 1.64308  0.2544
8 H -0.55943 -0.32279 2.20618  0.2134
9 H -2.10825 0.75686 -0.69334  0.2129
10 H -1.51063 -0.75670 -1.64249  0.2551
11 H 2.02254 -0.12977 -1.18276  0.2493
12 H 1.00295 -1.67733 -1.32754  0.2714
13 H 1.58207 -1.21413 0.13121  0.2302
14 H -0.03919 1.52854 1.23775  0.4409
15 H -0.52110 1.69718 -0.33867  0.4532
16 H 1.00851 1.62709 0.09291  0.4504

Forces on the atoms, in the same order (eV/Å):
-0.2 -1.1 0.3
-0.7 1.7 -1.4
-0.2 -2.4 2.2
-0.1 0.4 -4.3
1.9 3.6 -5.6
0.6 -0.1 0.9
0.0 0.5 -0.9
-0.2 0.2 -0.5
1.2 -1.9 -0.3
-0.3 0.3 -0.1
-2.4 -0.8 1.1
-0.3 1.5 0.6
2.2 -1.5 3.1
-1.2 0.5 3.4
0.3 0.1 1.3
-0.5 -1.2 0.2

## Properties
* charge: +1
* energy: -16626.635 eV
* strongest force on any atom: 6.92 eV Å⁻¹
* SMILES: CC1([NH3+])CSC1
* frontier orbital gap: 0.336 Eh


# 10
An isolated ion of composition C4H10NS2 and charge +1 at a distorted geometry, computed with the ωB97M-V functional and the def2-TZVPD basis.

Last column: natural (NBO) charge in e.
Geometry (Å):
1 C -1.05379 1.28297 -2.70165  -0.5155
2 C -1.25628 -0.44170 0.17927  -0.6517
3 C 0.80507 1.18452 0.35026  -0.6774
4 C 0.12736 -0.01562 -0.35028  0.0640
5 N 1.00302 -1.19659 -0.08762  -0.7281
6 S -1.27223 1.79096 -4.20970  0.2172
7 S 0.26240 0.17195 -2.30248  0.2537
8 H -1.68026 1.30484 -1.78929  0.2004
9 H -1.44648 -1.53541 -0.11593  0.2287
10 H -1.22014 -0.37002 1.25095  0.2349
11 H -2.09076 0.28440 -0.21554  0.2586
12 H 1.83155 1.24988 0.01108  0.2311
13 H 0.82284 1.00263 1.43149  0.2208
14 H 0.43427 2.19894 0.34767  0.2822
15 H 1.31049 -1.20244 0.97894  0.4695
16 H 0.59289 -2.03807 -0.59023  0.4745
17 H 1.87038 -0.98294 -0.51071  0.4371

Forces on the atoms, in the same order (eV/Å):
0.0 -1.0 0.3
-0.9 0.5 -1.9
0.3 -0.9 0.8
-1.1 1.3 -1.0
0.2 -0.1 1.6
0.0 0.1 0.9
0.1 -0.3 1.4
-0.2 0.9 -0.9
-0.2 1.8 0.3
-0.2 0.0 0.6
1.5 -1.7 0.9
0.3 0.1 -0.1
0.1 -0.4 0.1
-0.8 0.0 -0.9
-1.4 -0.9 -2.4
0.7 0.7 1.5
1.6 0.0 -1.0

## Properties
* charge: +1
* energy: -27462.331 eV
* strongest force on any atom: 2.90 eV Å⁻¹
* SMILES: CC(C)([NH3+])SC=S
* frontier orbital gap: 0.308 Eh


# 11
One molecule with the formula C4H10O at a distorted geometry, computed with the ωB97M-V functional and the def2-TZVPD basis.

Last column: natural (NBO) charge in e.
Geometry (Å):
1 C 0.20083 -1.09836 2.10780  -0.6169
2 C -0.33587 -0.00606 1.20999  -0.0580
3 O -0.03252 -0.32347 -0.13276  -0.5431
4 C -0.36820 0.66103 -1.08866  -0.0559
5 C 0.49142 0.42925 -2.30650  -0.6188
6 H -0.05694 -0.79101 3.12374  0.2062
7 H 1.27177 -1.27152 2.00110  0.2094
8 H -0.30162 -2.05699 1.93072  0.2112
9 H -1.40072 0.09724 1.56062  0.1558
10 H 0.05016 0.99862 1.44240  0.1577
11 H -0.20578 1.68906 -0.71813  0.1590
12 H -1.42974 0.56656 -1.34563  0.1620
13 H 0.23894 1.15877 -3.08319  0.2085
14 H 0.33348 -0.59128 -2.66631  0.2131
15 H 1.54479 0.53814 -2.03519  0.2098

Forces on the atoms, in the same order (eV/Å):
0.0 0.0 0.2
-0.4 0.2 0.7
-0.5 0.1 0.5
-0.2 0.2 -0.1
0.0 -0.1 0.0
0.3 -0.2 0.1
0.0 0.2 0.1
0.0 0.3 -0.1
0.2 -0.2 -1.4
0.5 -0.2 0.1
0.0 -0.3 0.2
0.0 0.1 0.0
0.1 -0.2 0.0
0.0 0.2 -0.1
-0.1 0.0 -0.1

## Properties
* charge: 0
* energy: -6357.040 eV
* strongest force on any atom: 1.39 eV Å⁻¹
* SMILES: CCOCC
* frontier orbital gap: 0.401 Eh


# 12
A 2-piece molecular cluster, C4H10O overall at a distorted geometry, computed with the ωB97M-V functional and the def2-TZVPD basis.

Last column: natural (NBO) charge in e.
Geometry (Å):
1 C 2.52248 -1.61762 -5.72072  -0.2625
2 O 3.45288 -2.70360 -5.76203  -0.7165
3 H 3.25826 -0.89862 -5.30961  0.1929
4 H 2.23633 -1.30939 -6.74477  0.1581
5 H 1.57863 -1.71583 -5.17521  0.1700
6 H 2.94751 -3.50502 -5.91035  0.4580
7 C -1.14389 1.97825 4.54002  -0.6670
8 C -2.05873 0.96108 3.96743  -0.1636
9 C -2.39859 0.70639 2.69341  -0.4044
10 H -0.68677 1.57539 5.44257  0.2124
11 H -0.27684 2.38011 4.03203  0.2238
12 H -1.80774 2.79854 4.84956  0.2216
13 H -2.13222 0.14477 4.69004  0.1900
14 H -3.01756 -0.16468 2.57421  0.1898
15 H -2.47372 1.37022 1.83341  0.1974

Forces on the atoms, in the same order (eV/Å):
1.7 1.0 -0.8
-1.1 -0.8 0.1
-1.4 0.6 0.0
0.2 -0.1 0.3
0.5 -0.4 0.5
0.1 -0.3 -0.1
-0.5 1.1 1.1
1.9 -1.4 -1.3
-1.4 0.4 1.1
-0.3 0.0 0.2
-0.3 0.0 -1.0
0.5 0.3 0.2
-0.8 0.0 -0.3
0.0 -0.5 -0.2
0.8 0.2 0.3

## Properties
* charge: 0
* energy: -6355.525 eV
* strongest force on any atom: 2.75 eV Å⁻¹
* SMILES: C=CC.CO
* frontier orbital gap: 0.392 Eh